# 1
DFT (ωB97M-V/def2-TZVPD) results for the ion C12H19N2S with charge +1.

Its HOMO energy is -0.4010 Eh. As for the energy above the lowest of the compared OMol25 structures with the same formula, charge and spin: 0.0 kcal/mol. The net charge is +1.

Atoms and positions in Å:
C (-2.199, -2.458, 0.903)
C (-2.129, -1.425, -0.020)
C (-1.334, -2.506, 1.975)
C (-0.306, -0.444, 1.181)
C (-1.182, -0.411, 0.103)
C (-0.395, -1.488, 2.121)
C (1.399, -0.254, 2.949)
C (0.802, 0.494, 1.557)
C (0.401, 1.921, 1.872)
C (1.130, 0.574, -4.095)
C (-1.106, 0.629, -0.982)
C (0.071, 1.111, -3.149)
N (0.492, -1.346, 3.134)
N (-0.012, 0.272, -1.932)
S (2.145, 0.461, 0.263)
H (-2.935, -3.235, 0.773)
H (-2.828, -1.398, -0.841)
H (-1.381, -3.309, 2.691)
H (2.428, -0.580, 2.781)
H (1.358, 0.455, 3.777)
H (0.129, 2.483, 0.979)
H (1.218, 2.448, 2.364)
H (-0.459, 1.913, 2.542)
H (2.110, 0.566, -3.626)
H (0.886, -0.434, -4.423)
H (1.184, 1.206, -4.977)
H (-2.048, 0.660, -1.533)
H (-0.901, 1.624, -0.588)
H (-0.906, 1.115, -3.637)
H (0.310, 2.131, -2.844)
H (0.695, -2.085, 3.783)
H (0.886, 0.331, -1.373)
H (-0.131, -0.710, -2.205)
H (2.608, 1.689, 0.478)

=====

# 2
DFT (ωB97M-V/def2-TZVPD) results for the molecule C12H19N3O7.

Its HOMO energy is -0.3592 Eh. As for the energy above the lowest of the compared OMol25 structures with the same formula, charge and spin: 8.5 kcal/mol.

Atoms and positions in Å:
O (2.188, -1.376, 0.395)
O (-1.883, -0.731, 2.015)
O (3.631, 2.789, 3.343)
O (-0.390, 2.297, 0.731)
O (0.063, 0.042, -3.850)
O (-1.567, -2.216, 0.384)
O (2.831, 1.250, 4.731)
C (1.724, -1.395, 1.547)
C (-1.953, -1.003, 0.825)
C (2.697, 2.045, 3.666)
C (0.431, 1.383, 0.589)
C (0.335, 0.852, -2.982)
N (1.311, 1.700, -3.210)
N (1.316, -0.323, 2.171)
N (0.450, 0.638, -0.502)
C (1.394, -2.676, 2.290)
C (1.708, 2.859, -2.440)
C (-2.487, -0.062, -0.268)
C (1.392, 1.983, 2.916)
C (-1.636, -0.050, -1.565)
C (1.456, 1.039, 1.714)
C (-0.414, 0.902, -1.623)
H (-1.659, -2.264, -0.561)
H (3.707, 1.485, 5.053)
H (1.743, 1.566, -4.106)
H (0.801, -0.523, 2.986)
H (1.117, -0.090, -0.588)
H (1.535, -3.500, 1.615)
H (0.356, -2.591, 2.599)
H (2.062, -2.798, 3.133)
H (0.813, 3.506, -2.331)
H (2.414, 3.376, -3.028)
H (2.095, 2.593, -1.457)
H (-2.648, 0.943, 0.102)
H (-3.498, -0.410, -0.520)
H (0.621, 1.644, 3.637)
H (1.115, 3.016, 2.591)
H (-1.341, -1.061, -1.796)
H (-2.312, 0.257, -2.389)
H (2.417, 1.234, 1.241)
H (-0.878, 1.919, -1.498)

=====

# 3
DFT (ωB97M-V/def2-TZVPD) results for a structure of composition C12H19N8PTc.

The spin multiplicity is 4. Its HOMO energy (spin up / spin down) is -0.8131 / -0.8117 Eh. The expectation value of S² is 3.7742. As for the energy above the lowest of the compared OMol25 structures with the same formula, charge and spin: 0.0 kcal/mol. The net charge is +4.

Atoms and positions in Å:
Tc (0.102, -0.214, -0.159)
C (2.127, 0.935, 4.816)
N (2.089, 0.561, 3.382)
C (3.206, 0.329, 2.619)
C (2.785, 0.018, 1.363)
N (1.403, 0.065, 1.362)
C (1.006, 0.398, 2.617)
P (-0.739, 0.585, 3.134)
C (-1.360, -0.920, 2.278)
N (-1.073, -1.302, 1.002)
C (-1.725, -2.501, 0.769)
C (-2.400, -2.827, 1.900)
N (-2.160, -1.837, 2.822)
C (-2.721, -1.835, 4.197)
C (-1.189, 1.726, 1.755)
N (-0.919, 1.486, 0.439)
C (-1.397, 2.540, -0.274)
C (-1.965, 3.442, 0.627)
N (-1.822, 2.914, 1.864)
C (-2.293, 3.559, 3.119)
H (3.141, 0.786, 5.174)
H (1.452, 0.294, 5.379)
H (1.857, 1.983, 4.926)
H (4.204, 0.395, 3.026)
H (3.377, -0.232, 0.497)
H (-1.693, -3.046, -0.160)
H (-3.025, -3.680, 2.119)
H (-3.295, -2.748, 4.323)
H (-3.378, -0.977, 4.320)
H (-1.910, -1.818, 4.921)
H (-1.335, 2.630, -1.349)
H (-2.444, 4.395, 0.443)
H (-2.788, 4.488, 2.851)
H (-1.437, 3.774, 3.755)
H (-3.000, 2.900, 3.617)
N (0.750, -1.793, -1.479)
N (-0.384, -1.128, -2.077)
H (1.585, -1.736, -2.069)
H (0.575, -2.783, -1.288)
H (-1.177, -1.755, -2.234)
H (-0.147, -0.703, -2.979)

=====

# 4
DFT (ωB97M-V/def2-TZVPD) results for a cluster of 2 separate species, C12H19NO in total.

The spin multiplicity is 2. Its HOMO energy (spin up / spin down) is -0.4180 / -0.4180 Eh. The expectation value of S² is 0.7685. As for the energy above the lowest of the compared OMol25 structures with the same formula, charge and spin: 83.3 kcal/mol. The net charge is +1.

Atoms and positions in Å:
C (-0.519, 0.817, 3.063)
C (-0.818, 3.097, 0.253)
C (-0.254, 2.451, 1.331)
C (-2.162, 3.146, -0.038)
C (-1.182, 1.847, 2.204)
C (-3.016, 2.753, 0.970)
C (-2.618, 2.055, 2.057)
H (-0.232, 3.503, -0.597)
H (0.814, 2.393, 1.333)
H (-2.613, 3.658, -0.923)
H (-4.163, 2.895, 0.904)
H (0.293, 1.235, 3.650)
H (-0.038, -0.094, 2.615)
H (-3.253, 1.902, 2.884)
H (-1.335, 0.369, 3.853)
C (0.445, -0.751, -0.921)
C (0.561, -0.184, -2.349)
C (-0.019, -3.271, -0.515)
C (3.263, -1.575, -1.426)
C (2.087, -2.636, -1.407)
O (2.193, -3.874, -1.505)
N (0.894, -2.225, -1.014)
H (1.015, -0.106, -0.261)
H (-0.484, -0.477, -0.335)
H (0.966, 0.725, -2.320)
H (-0.385, -0.553, -2.903)
H (-0.575, -3.151, 0.463)
H (2.872, -0.635, -1.141)
H (1.282, -0.532, -2.846)
H (-0.822, -3.362, -1.122)
H (0.379, -4.233, -0.673)
H (3.998, -1.745, -0.468)
H (3.865, -1.722, -2.310)

=====

# 5
DFT (ωB97M-V/def2-TZVPD) results for a structure of composition C12H20AlO7.

Its HOMO energy is -0.6773 Eh. As for the energy above the lowest of the compared OMol25 structures with the same formula, charge and spin: 35.2 kcal/mol. The net charge is +3.

Atoms and positions in Å:
Al (5.114, 1.659, 1.539)
C (2.027, -3.805, 1.002)
C (3.309, -4.652, 1.000)
C (4.365, -3.558, 1.082)
O (3.733, -2.452, 1.780)
C (2.336, -2.778, 2.092)
H (1.192, -4.419, 1.339)
H (1.663, -3.340, 0.085)
H (3.290, -5.269, 0.101)
H (3.216, -5.352, 1.831)
H (4.727, -3.297, 0.088)
H (5.213, -3.780, 1.731)
H (1.688, -1.925, 1.892)
H (2.184, -3.126, 3.113)
C (-4.194, 3.096, 2.162)
C (-2.977, 3.734, 1.414)
C (-2.426, 4.909, 2.233)
O (-1.058, 4.560, 2.025)
C (-0.809, 3.384, 1.560)
O (0.351, 2.923, 1.337)
O (-1.944, 2.810, 1.274)
H (-3.875, 2.379, 2.919)
H (-4.715, 2.353, 1.558)
H (-4.964, 3.792, 2.494)
H (-3.303, 4.107, 0.443)
H (-2.681, 4.940, 3.292)
H (-2.538, 5.898, 1.790)
C (-2.053, 0.571, -3.425)
C (-1.062, -0.507, -3.054)
C (-0.168, -0.926, -4.214)
O (1.080, -0.536, -3.736)
C (1.086, -0.235, -2.479)
O (2.076, 0.097, -1.789)
O (-0.174, -0.140, -2.081)
H (-2.582, 0.834, -2.509)
H (-2.908, 0.284, -4.038)
H (-1.539, 1.385, -3.936)
H (-1.663, -1.259, -2.542)
H (-0.574, -0.380, -5.066)
H (-0.443, -1.976, -4.308)

=====

# 6
DFT (ωB97M-V/def2-TZVPD) results for the ion C12H20BrClN2OP with charge +1.

Its HOMO energy is -0.4650 Eh. The net charge is +1.

Atoms and positions in Å:
C (3.329, 0.925, 0.826)
C (3.687, 1.032, -0.644)
Br (5.106, 2.359, -0.845)
C (2.525, 1.441, -1.576)
C (1.165, 1.045, -1.083)
N (0.328, 1.999, -0.764)
N (-0.867, 1.635, -0.341)
C (-1.335, 0.394, -0.193)
P (-3.094, 0.146, 0.380)
C (-3.187, 1.535, 1.592)
C (-3.943, 0.892, -1.077)
C (-0.488, -0.671, -0.521)
C (-0.922, -2.110, -0.419)
C (-0.848, -2.695, 0.997)
C (0.549, -2.593, 1.590)
Cl (1.734, -3.533, 0.631)
C (0.784, -0.326, -0.963)
O (1.723, -1.191, -1.312)
H (2.911, 1.860, 1.201)
H (2.615, 0.115, 1.001)
H (4.219, 0.700, 1.411)
H (4.142, 0.112, -0.995)
H (2.518, 2.519, -1.711)
H (2.672, 0.984, -2.557)
H (-1.465, 2.420, -0.111)
H (-3.382, 2.507, 1.135)
H (-2.258, 1.597, 2.162)
H (-3.986, 1.312, 2.295)
H (-4.065, 0.143, -1.858)
H (-4.931, 1.209, -0.740)
H (-3.423, 1.755, -1.493)
H (-1.921, -2.224, -0.839)
H (-0.272, -2.722, -1.048)
H (-1.132, -3.746, 0.932)
H (-1.549, -2.218, 1.684)
H (0.910, -1.564, 1.593)
H (0.579, -2.953, 2.614)
H (1.573, -2.089, -0.953)

=====

Largest force on an atom across the listed records, respectively: 2.4; 3.0; 2.2; 9.0; 4.2; 0.4 eV/A.
Energy across the listed records, respectively: -26562.0960; -31557.2032; -36116.0422; -16276.9269; -33659.7947; -109643.9807 eV.